No. 1
A molecular structure, C6H12O in a non-equilibrium geometry. Source: the Open Molecules 2025 dataset; level of theory: ωB97M-V with the def2-TZVPD basis set.

Structure (XYZ):
```
19
Properties=species:S:1:pos:R:3:forces:R:3:nbo_charge:R:1
C -1.301 0.658 1.694 0.0 0.1 -0.3 -0.67
C -0.353 -0.042 0.730 -0.5 0.6 -1.8 0.35
O -0.466 -1.430 0.777 -0.2 0.0 0.0 -0.72
C -0.767 0.379 -1.268 0.4 -0.1 2.5 -0.46
C 0.299 -0.370 -1.941 2.1 -0.2 2.0 -0.44
C 1.706 -0.393 -0.517 -1.7 0.0 -3.2 -0.37
C 1.056 0.351 0.600 1.3 -0.6 0.4 -0.52
H -2.320 0.579 1.296 0.1 0.1 0.1 0.21
H -1.061 1.721 1.782 0.0 -0.1 -0.1 0.23
H -1.316 0.229 2.711 0.3 0.0 -0.4 0.22
H -1.396 -1.653 0.906 0.1 0.0 0.0 0.47
H -1.762 -0.046 -1.182 0.0 0.0 -0.5 0.19
H -0.769 1.461 -1.455 -0.1 -0.4 0.3 0.20
H 0.045 -1.412 -2.175 0.4 0.4 0.2 0.21
H 0.893 0.110 -2.715 -0.5 0.1 -0.2 0.21
H 2.702 0.041 -0.741 -0.6 -0.4 -0.5 0.20
H 1.762 -1.464 -0.303 0.1 0.3 -0.1 0.21
H 1.168 1.443 0.625 0.1 -0.4 -0.2 0.22
H 1.880 -0.159 1.177 -1.2 0.8 1.7 0.26
```
Positions in Å, forces in eV/Å.

Computed properties:
energy: -8460.695 eV
HOMO-LUMO gap: 8.9 eV
largest force on an atom: 3.609 eV/Å
relative energy (zero: lowest compared OMol25 entry of this formula, charge and spin): 3.659 eV

No. 2
2 unconnected molecules or ions with the total composition C6H12O in a non-equilibrium geometry. Source: the Open Molecules 2025 dataset; level of theory: ωB97M-V with the def2-TZVPD basis set.

Structure (XYZ):
```
19
Properties=species:S:1:pos:R:3:forces:R:3:nbo_charge:R:1
C 1.944 -0.883 -0.375 -0.1 0.0 0.0 -0.68
C 0.599 -0.628 0.221 1.0 0.4 0.0 0.35
O 0.534 -0.310 1.544 0.2 0.0 0.2 -0.69
C 0.065 1.839 -0.560 -0.4 0.4 0.2 -0.42
C -0.925 2.061 0.313 0.4 0.2 -0.2 -0.38
C -1.972 -0.748 0.085 -0.5 0.3 -0.1 -0.42
C -0.605 -1.117 -0.343 -0.9 -1.1 0.0 -0.56
H 2.569 0.021 -0.338 0.0 -0.1 0.0 0.21
H 1.843 -1.163 -1.427 0.0 0.0 0.1 0.23
H 2.496 -1.683 0.142 -0.1 0.1 0.0 0.21
H 1.390 0.036 1.828 -0.1 -0.1 0.0 0.48
H 1.109 2.000 -0.295 -0.2 -0.1 0.0 0.18
H -0.141 1.612 -1.603 0.0 0.0 0.1 0.19
H -0.704 2.304 1.351 -0.1 0.0 -0.2 0.19
H -1.970 2.009 0.035 0.1 0.0 0.0 0.21
H -2.769 -1.151 -0.537 0.1 0.1 0.1 0.18
H -2.189 -0.699 1.147 0.1 0.1 -0.1 0.19
H -0.504 -1.368 -1.399 -0.1 0.2 0.1 0.23
H -0.806 -2.084 0.209 0.4 -0.4 -0.4 0.30
```
Positions in Å, forces in eV/Å.

Computed properties:
energy: -8459.156 eV
HOMO-LUMO gap (spin up / spin down): 7.1 / 7.9 eV
largest force on an atom: 1.411 eV/Å
relative energy (zero: lowest compared OMol25 entry of this formula, charge and spin): 5.198 eV

No. 3
A molecular structure, C6H12O in a non-equilibrium geometry. Source: the Open Molecules 2025 dataset; level of theory: ωB97M-V with the def2-TZVPD basis set.

Structure (XYZ):
```
19
Properties=species:S:1:pos:R:3:forces:R:3:nbo_charge:R:1
C -0.574 -0.559 -0.376 -6.6 0.6 -2.6 0.13
C 1.552 0.144 0.785 -1.6 2.1 -0.4 -0.44
C -2.436 0.041 -0.947 1.8 -2.0 0.4 -0.73
C 2.013 -1.288 0.922 -0.4 -0.3 -0.2 -0.65
C -0.270 0.698 0.117 6.5 -0.2 2.8 0.05
C -0.511 1.972 0.330 -0.5 -0.5 -0.2 -0.41
O 0.007 -1.023 -1.524 0.7 0.1 0.0 -0.68
H 0.293 -0.265 -2.055 -0.1 -0.2 0.1 0.48
H -0.782 -1.349 0.337 0.2 0.1 -0.1 0.22
H 1.524 0.654 1.749 0.1 0.0 0.0 0.19
H 2.180 0.713 0.097 0.0 0.0 0.1 0.19
H -2.365 0.752 -1.769 0.3 0.0 0.1 0.19
H -2.802 -0.916 -1.317 -0.3 0.2 0.0 0.20
H -3.043 0.407 -0.121 0.2 0.0 0.0 0.19
H -1.442 2.435 0.025 0.0 0.0 0.0 0.21
H 0.210 2.587 0.860 0.0 -0.1 -0.1 0.22
H 2.053 -1.798 -0.045 -0.1 0.0 0.1 0.22
H 3.027 -1.344 1.342 -0.2 0.2 0.0 0.22
H 1.364 -1.861 1.591 0.0 0.0 -0.1 0.20
```
Positions in Å, forces in eV/Å.

Computed properties:
energy: -8459.255 eV
HOMO-LUMO gap: 8.4 eV
largest force on an atom: 7.157 eV/Å
relative energy (zero: lowest compared OMol25 entry of this formula, charge and spin): 5.099 eV

No. 4
C6H12O in the gas phase in a non-equilibrium geometry. Source: the Open Molecules 2025 dataset; level of theory: ωB97M-V with the def2-TZVPD basis set.

Structure (XYZ):
```
19
Properties=species:S:1:pos:R:3:forces:R:3:nbo_charge:R:1
C 0.098 0.576 2.020 0.9 -0.8 0.3 -0.60
C -0.034 -0.314 0.712 -1.7 1.1 0.8 0.21
C -0.389 -1.824 0.735 -0.2 0.4 0.3 -0.65
O -1.020 0.651 0.178 -1.1 -0.1 -1.1 -0.52
C 0.086 0.331 -0.622 0.0 0.3 -0.4 0.21
C 1.157 1.348 -0.924 0.0 0.2 0.1 -0.63
C -0.580 -0.258 -1.853 0.3 -0.3 -0.3 -0.62
H -0.767 1.268 2.180 0.6 -0.9 -0.5 0.23
H 0.960 1.244 2.005 0.3 -0.4 0.2 0.21
H 0.089 -0.088 2.870 0.6 -0.1 0.6 0.20
H 0.335 -2.520 0.267 0.0 0.8 0.1 0.22
H -1.327 -1.975 0.191 0.1 0.1 0.2 0.23
H -0.531 -2.183 1.756 -0.1 0.1 0.0 0.22
H 1.904 0.912 -1.601 -0.2 0.1 0.1 0.22
H 0.703 2.208 -1.424 0.1 0.0 0.0 0.22
H 1.680 1.687 -0.027 -0.1 0.0 -0.1 0.22
H -0.982 0.612 -2.391 0.2 -0.2 0.0 0.22
H -1.452 -0.849 -1.560 0.3 0.0 -0.1 0.22
H 0.068 -0.827 -2.514 0.1 -0.1 -0.2 0.20
```
Positions in Å, forces in eV/Å.

Computed properties:
energy: -8461.843 eV
HOMO-LUMO gap: 10.2 eV
largest force on an atom: 2.182 eV/Å
relative energy (zero: lowest compared OMol25 entry of this formula, charge and spin): 2.511 eV
SMILES: CC1(C)OC1(C)C

No. 5
C6H12O in the gas phase in a non-equilibrium geometry. Source: the Open Molecules 2025 dataset; level of theory: ωB97M-V with the def2-TZVPD basis set.

Structure (XYZ):
```
19
Properties=species:S:1:pos:R:3:forces:R:3:nbo_charge:R:1
C 0.666 2.287 -2.331 -0.8 -0.4 0.8 -0.65
C 0.365 1.810 -0.912 -1.2 0.4 -0.4 -0.19
C -0.428 0.772 -0.604 0.8 1.0 -0.4 -0.18
C -0.520 0.240 0.806 0.0 1.1 -1.1 -0.43
C 0.474 -0.914 1.027 -0.8 -0.9 1.4 -0.44
C -0.242 -2.283 1.003 -0.3 -0.6 -0.7 -0.06
O -0.188 -2.976 2.252 0.0 0.3 0.4 -0.74
H -0.252 2.595 -2.843 0.1 0.2 0.1 0.22
H 1.042 1.441 -2.900 0.5 0.2 -0.2 0.22
H 1.345 3.132 -2.269 0.2 -0.1 -0.4 0.22
H 0.618 2.527 -0.133 0.7 -0.5 0.2 0.19
H -1.006 0.370 -1.432 0.3 -0.8 0.1 0.19
H -1.578 0.016 0.964 0.2 -0.5 0.5 0.21
H -0.284 1.111 1.421 0.1 -0.2 0.3 0.21
H 0.852 -0.875 2.058 0.1 0.2 -0.2 0.23
H 1.341 -0.869 0.375 -0.1 0.1 -0.2 0.22
H 0.145 -3.014 0.282 0.2 0.5 -0.2 0.17
H -1.284 -2.108 0.717 0.0 -0.1 0.1 0.16
H -1.067 -3.262 2.518 0.1 0.1 -0.1 0.47
```
Positions in Å, forces in eV/Å.

Computed properties:
energy: -8462.566 eV
HOMO-LUMO gap: 10.0 eV
largest force on an atom: 1.864 eV/Å
relative energy (zero: lowest compared OMol25 entry of this formula, charge and spin): 1.788 eV
SMILES: C/C=C/CCCO

No. 6
C6H12O in the gas phase in a non-equilibrium geometry. Source: the Open Molecules 2025 dataset; level of theory: ωB97M-V with the def2-TZVPD basis set.

Structure (XYZ):
```
19
Properties=species:S:1:pos:R:3:forces:R:3:nbo_charge:R:1
C -3.098 0.714 -0.152 0.1 0.9 0.3 -0.64
C -1.798 0.840 0.586 -0.1 -0.4 0.1 -0.19
C -0.792 -0.010 0.416 -0.1 -0.2 0.6 -0.19
C 0.616 0.189 0.932 -1.3 -0.3 -0.3 -0.43
C 1.578 0.389 -0.245 1.1 -0.1 1.4 -0.42
C 1.977 -0.918 -0.905 -1.3 -0.3 0.1 -0.06
O 2.759 -1.644 0.039 0.4 0.0 -0.3 -0.73
H -3.220 1.612 -0.768 0.0 0.0 -0.1 0.21
H -3.959 0.754 0.522 0.0 -0.5 -0.1 0.21
H -3.069 -0.124 -0.839 -0.3 -0.3 0.2 0.21
H -1.715 1.618 1.340 0.2 0.4 -0.4 0.19
H -1.045 -0.968 -0.042 0.3 0.3 -0.6 0.19
H 0.890 -0.676 1.533 0.3 0.0 0.0 0.22
H 0.588 1.056 1.591 0.3 0.1 0.0 0.21
H 2.509 0.731 0.232 0.0 0.4 -0.4 0.21
H 1.200 1.157 -0.915 0.0 -0.1 -0.2 0.21
H 2.462 -0.755 -1.870 0.3 0.0 0.1 0.17
H 1.058 -1.499 -1.084 0.1 0.1 -0.3 0.15
H 3.060 -2.464 -0.372 -0.1 0.2 0.1 0.47
```
Positions in Å, forces in eV/Å.

Computed properties:
energy: -8463.065 eV
HOMO-LUMO gap: 10.0 eV
largest force on an atom: 1.762 eV/Å
relative energy (zero: lowest compared OMol25 entry of this formula, charge and spin): 1.289 eV
SMILES: C/C=C/CCCO

No. 7
C6H12O in the gas phase in a non-equilibrium geometry. Source: the Open Molecules 2025 dataset; level of theory: ωB97M-V with the def2-TZVPD basis set.

Structure (XYZ):
```
19
Properties=species:S:1:pos:R:3:forces:R:3:nbo_charge:R:1
C -2.553 -2.462 -0.520 0.6 -0.4 1.4 -0.61
C -1.512 -1.618 0.225 -0.7 0.5 0.0 -0.38
C -1.338 -0.273 -0.517 2.1 0.0 1.6 -0.45
C -0.334 0.555 0.295 -0.8 0.6 -1.0 -0.15
C 0.873 0.818 -0.250 -1.4 -0.1 0.4 -0.25
C 2.138 0.981 0.508 0.5 1.0 -0.2 -0.11
O 2.842 2.222 0.284 -0.5 -0.3 0.2 -0.71
H -3.508 -1.955 -0.426 -0.2 0.1 -0.7 0.20
H -2.223 -2.710 -1.524 -0.3 0.2 -0.2 0.21
H -2.693 -3.392 0.033 0.0 -0.2 -0.1 0.21
H -0.567 -2.121 0.419 0.1 -0.1 -0.4 0.20
H -1.891 -1.389 1.225 -0.2 -0.1 0.1 0.19
H -0.672 -0.486 -1.356 -1.3 0.0 -1.1 0.21
H -2.328 0.168 -0.594 0.1 0.2 -0.7 0.21
H -0.757 1.039 1.164 0.7 -0.7 1.1 0.19
H 0.775 0.890 -1.332 1.1 -0.8 -0.2 0.20
H 1.958 0.860 1.577 -0.1 -0.1 0.1 0.17
H 2.840 0.202 0.209 -0.1 -0.1 0.0 0.19
H 2.338 2.860 0.800 0.2 0.3 -0.2 0.46
```
Positions in Å, forces in eV/Å.

Computed properties:
energy: -8462.100 eV
HOMO-LUMO gap: 9.9 eV
largest force on an atom: 2.644 eV/Å
relative energy (zero: lowest compared OMol25 entry of this formula, charge and spin): 2.254 eV
SMILES: CCC/C=C/CO

No. 8
C6H12O in the gas phase. Source: the Open Molecules 2025 dataset; level of theory: ωB97M-V with the def2-TZVPD basis set.

Structure (XYZ):
```
19
Properties=species:S:1:pos:R:3:forces:R:3:nbo_charge:R:1
C 2.267 0.618 0.824 0.0 0.2 0.2 -0.25
O 1.874 0.083 -0.414 0.1 -0.1 -0.1 -0.54
C 0.804 -0.828 -0.315 -0.1 -0.1 0.0 -0.05
C -0.585 -0.148 -0.272 0.1 0.0 0.0 -0.10
C -0.572 1.365 -0.435 -0.1 0.0 0.1 -0.61
C -1.711 -0.932 -0.891 0.0 0.0 -0.2 -0.41
C -1.646 -0.765 0.599 0.0 0.0 0.2 -0.42
H 2.884 -0.097 1.383 -0.1 0.0 0.0 0.17
H 1.405 0.900 1.442 0.1 0.0 -0.1 0.17
H 2.853 1.518 0.623 0.0 -0.1 0.0 0.19
H 0.879 -1.460 -1.206 0.0 0.1 0.1 0.19
H 0.942 -1.470 0.570 0.0 0.0 -0.1 0.16
H 0.319 1.664 -0.984 -0.1 0.1 -0.1 0.23
H -0.555 1.883 0.532 0.0 -0.1 -0.1 0.20
H -1.451 1.714 -0.982 0.0 -0.1 0.1 0.21
H -1.480 -1.915 -1.297 0.0 0.2 0.1 0.21
H -2.478 -0.387 -1.435 0.1 -0.1 0.1 0.21
H -1.380 -1.639 1.191 0.0 0.2 -0.1 0.21
H -2.371 -0.104 1.068 0.1 -0.1 -0.1 0.21
```
Positions in Å, forces in eV/Å.

Computed properties:
energy: -8462.574 eV
HOMO-LUMO gap: 10.7 eV
largest force on an atom: 0.313 eV/Å
relative energy (zero: lowest compared OMol25 entry of this formula, charge and spin): 1.780 eV
SMILES: COCC1(C)CC1